138
Properties=species:S:1:pos:R:3 method="wB97M-V/def2-TZVPD" homo_lumo_gap_ev=8.3 charge=+2 lumo_energy_ev=-3.3
C 0.19 3.90 -8.41
C 0.15 2.39 -8.62
C 0.70 1.66 -7.43
N 0.87 0.18 -7.64
C -0.49 -0.52 -7.82
C 1.47 -0.35 -6.31
C 2.96 -0.44 -6.56
C 3.02 -0.90 -8.01
C 1.85 -0.13 -8.73
H 1.15 4.29 -8.12
H -0.60 4.07 -7.58
H -0.04 4.40 -9.39
H 0.79 2.27 -9.50
H -0.87 2.17 -8.90
H 0.04 1.74 -6.58
H 1.75 2.00 -7.33
H -1.04 -0.30 -6.92
H -0.23 -1.60 -7.92
H -0.98 -0.29 -8.71
H 1.07 -1.35 -6.19
H 1.15 0.21 -5.44
H 3.43 -1.17 -5.91
H 3.41 0.59 -6.44
H 2.83 -1.92 -8.22
H 3.92 -0.64 -8.52
H 1.45 -0.68 -9.54
H 2.28 0.87 -8.99
C -0.84 -2.25 -1.10
C -0.90 -1.02 -0.12
C -0.73 -1.56 1.33
N -0.31 -0.55 2.33
C 1.17 -0.24 2.17
C -0.46 -1.25 3.65
C -0.26 -0.13 4.70
C -0.99 1.06 4.00
C -1.02 0.76 2.47
H -1.39 -3.16 -0.78
H 0.25 -2.53 -1.13
H -1.12 -2.04 -2.13
H -1.81 -0.43 -0.21
H -0.04 -0.35 -0.35
H 0.05 -2.35 1.32
H -1.62 -2.04 1.70
H 1.28 0.57 1.39
H 1.74 -1.13 1.88
H 1.50 0.27 3.06
H 0.25 -2.06 3.71
H -1.43 -1.62 3.69
H 0.79 0.03 4.78
H -0.77 -0.48 5.64
H -0.46 1.97 4.29
H -2.02 1.16 4.31
H -0.55 1.56 1.85
H -2.03 0.56 2.16
C 0.06 5.05 2.42
C 1.46 5.50 2.11
C 2.05 5.09 0.75
N 3.52 5.34 0.75
C 3.85 6.79 1.17
C 3.98 5.04 -0.69
C 5.48 5.00 -0.46
C 5.69 4.36 0.96
C 4.27 4.30 1.50
H -0.66 5.72 1.91
H -0.11 5.06 3.47
H -0.04 3.97 2.04
H 2.07 5.10 2.86
H 1.55 6.55 2.20
H 1.55 5.57 -0.06
H 1.91 3.99 0.70
H 3.14 7.48 0.73
H 4.86 6.89 0.76
H 3.89 6.90 2.27
H 3.50 5.74 -1.36
H 3.60 4.05 -0.99
H 6.11 5.89 -0.60
H 5.95 4.34 -1.18
H 6.53 4.76 1.54
H 5.90 3.29 0.86
H 4.27 4.63 2.57
H 3.73 3.35 1.48
C -1.24 -3.39 7.04
C -1.26 -4.71 6.35
C -2.56 -4.88 5.46
N -2.47 -5.84 4.28
C -1.52 -5.34 3.24
C -3.80 -5.96 3.57
C -3.80 -7.41 2.91
C -2.43 -8.03 3.43
C -2.07 -7.22 4.69
H -1.79 -3.54 7.98
H -1.54 -2.57 6.38
H -0.20 -3.12 7.34
H -1.10 -5.54 7.04
H -0.36 -4.66 5.69
H -2.79 -3.94 5.04
H -3.39 -5.23 6.02
H -1.55 -5.92 2.33
H -0.52 -5.52 3.70
H -1.75 -4.32 3.06
H -4.00 -5.01 3.02
H -4.48 -5.91 4.44
H -3.85 -7.47 1.84
H -4.57 -8.02 3.29
H -1.65 -7.90 2.64
H -2.54 -9.07 3.75
H -1.10 -7.28 5.12
H -2.78 -7.59 5.43
C 2.69 1.78 -1.59
O 1.56 1.47 -2.42
O 2.30 2.27 -0.44
C 3.39 0.42 -1.45
F 4.42 0.46 -0.65
F 2.52 -0.51 -0.90
F 3.84 -0.09 -2.64
C 0.85 2.70 -2.65
C -0.58 2.37 -3.02
H -0.88 1.71 -2.22
H -1.25 3.20 -2.87
H -0.52 1.99 -4.01
H 1.23 3.43 -3.41
H 0.89 3.21 -1.69
H 3.37 2.42 -2.23
C -3.95 -2.00 2.99
O -3.72 -0.93 2.08
O -2.84 -2.68 3.20
C -4.48 -1.42 4.36
F -4.67 -2.47 5.23
F -3.53 -0.62 4.85
F -5.56 -0.65 4.29
C -4.81 -0.16 1.60
C -5.09 -0.30 0.13
H -5.43 -1.36 -0.14
H -5.88 0.37 -0.19
H -4.23 -0.08 -0.53
H -4.59 0.91 1.85
H -5.74 -0.36 2.16
H -4.85 -2.61 2.61

=====

139
Properties=species:S:1:pos:R:3 method="wB97M-V/def2-TZVPD" homo_lumo_gap_ev=6.6 charge=-1 lumo_energy_ev=1.8
C 9.11 1.25 -0.54
O 8.84 0.74 -1.82
C 7.67 -0.05 -1.96
C 8.01 -1.49 -2.36
C 6.93 -2.08 -3.29
C 5.55 -2.07 -2.62
C 4.55 -3.09 -3.21
Ga 3.63 -4.16 -1.73
C 2.17 -3.08 -0.76
C 0.76 -3.42 -1.15
C 0.40 -4.84 -0.73
O -0.15 -2.50 -0.50
C -1.45 -2.49 -1.05
C -1.69 -1.21 -1.82
C -1.41 0.02 -1.21
C -1.60 1.20 -1.93
C -2.07 1.17 -3.24
C -2.36 -0.05 -3.84
C -2.16 -1.24 -3.13
H 10.01 0.81 -0.11
H 9.26 2.33 -0.60
H 8.29 1.08 0.16
H 7.07 0.40 -2.75
H 7.06 -0.04 -1.06
H 8.98 -1.45 -2.84
H 8.02 -2.12 -1.47
H 7.22 -3.09 -3.55
H 6.93 -1.47 -4.20
H 5.12 -1.08 -2.70
H 5.72 -2.27 -1.56
H 3.83 -2.56 -3.83
H 5.09 -3.79 -3.86
H 3.04 -5.54 -2.37
H 4.78 -4.59 -0.66
H 2.28 -3.23 0.32
H 2.37 -2.02 -0.95
H 0.68 -3.32 -2.24
H -0.49 -5.16 -1.28
H 0.13 -4.85 0.32
H 1.18 -5.55 -0.97
H -1.58 -3.32 -1.75
H -2.17 -2.60 -0.24
H -1.03 0.06 -0.20
H -1.37 2.15 -1.47
H -2.23 2.08 -3.80
H -2.72 -0.11 -4.85
H -2.35 -2.20 -3.59
C -2.52 -12.43 -1.81
O -1.94 -11.88 -0.64
C -0.68 -12.41 -0.27
C 0.40 -11.36 -0.09
O 0.79 -10.64 -1.24
C -0.10 -9.70 -1.83
C -0.41 -8.45 -1.04
O -1.09 -8.69 0.18
C -0.48 -8.15 1.33
H -3.25 -13.21 -1.55
H -3.05 -11.64 -2.33
H -1.77 -12.85 -2.48
H -0.35 -13.16 -0.99
H -0.81 -12.91 0.70
H 1.30 -11.91 0.20
H 0.17 -10.69 0.74
H -1.02 -10.19 -2.17
H 0.42 -9.37 -2.74
H -1.06 -7.82 -1.66
H 0.51 -7.89 -0.86
H 0.60 -8.05 1.22
H -0.68 -8.83 2.17
H -0.91 -7.17 1.57
C 3.13 -3.76 7.71
O 4.09 -3.89 6.68
C 4.16 -5.15 6.05
C 4.02 -5.10 4.54
O 2.78 -4.65 4.02
C 2.39 -3.30 4.16
C 3.19 -2.27 3.38
O 4.54 -2.16 3.79
C 5.50 -2.32 2.76
H 3.60 -3.91 8.69
H 2.72 -2.75 7.67
H 2.31 -4.47 7.59
H 3.41 -5.84 6.46
H 5.15 -5.57 6.26
H 4.10 -6.14 4.20
H 4.86 -4.57 4.08
H 2.31 -3.02 5.21
H 1.38 -3.27 3.75
H 2.71 -1.30 3.55
H 3.12 -2.49 2.31
H 5.13 -2.94 1.94
H 6.38 -2.81 3.18
H 5.80 -1.34 2.36
C -6.00 6.93 -3.94
O -5.41 6.78 -2.66
C -5.56 5.51 -2.05
C -4.26 4.88 -1.61
O -3.33 4.52 -2.62
C -2.71 5.52 -3.41
C -1.77 6.48 -2.69
O -2.44 7.29 -1.75
C -1.92 7.29 -0.43
H -6.98 7.40 -3.86
H -5.36 7.57 -4.54
H -6.10 5.97 -4.45
H -6.10 4.82 -2.70
H -6.17 5.66 -1.14
H -4.53 3.92 -1.15
H -3.78 5.46 -0.82
H -3.44 6.06 -4.01
H -2.09 4.96 -4.11
H -1.34 7.13 -3.46
H -0.96 5.91 -2.23
H -1.39 6.36 -0.19
H -2.76 7.39 0.26
H -1.25 8.14 -0.28
C -4.56 12.18 4.73
O -4.91 11.12 3.86
C -6.29 10.86 3.74
C -6.79 10.85 2.30
O -6.72 12.07 1.59
C -5.46 12.61 1.23
C -4.67 11.85 0.18
O -4.27 10.56 0.59
C -4.64 9.49 -0.26
H -4.28 11.80 5.71
H -3.69 12.69 4.30
H -5.36 12.91 4.83
H -6.88 11.57 4.33
H -6.48 9.86 4.14
H -7.87 10.64 2.36
H -6.35 10.03 1.73
H -4.85 12.82 2.10
H -5.70 13.58 0.78
H -3.77 12.44 -0.03
H -5.25 11.80 -0.75
H -5.55 9.72 -0.82
H -4.84 8.62 0.37
H -3.84 9.25 -0.95